# 1
ORCA calculation (ωB97M-V/def2-TZVPD) on a structure of composition C16H48OP2PdSi4.

Each line ends with the Löwdin spin population.
Element x y z (Å)
1 Pd -0.068 0.090 -2.225  0.773
2 H -3.404 0.362 -1.564  0.018
3 H -3.516 1.051 -1.913  0.014
4 P -0.283 -2.091 -2.703  0.239
5 P 0.157 2.535 -3.274  0.180
6 C 1.844 3.138 -2.967  0.014
7 H 1.885 4.218 -3.101  0.000
8 H 2.176 2.877 -1.950  0.003
9 H 2.504 2.644 -3.698  0.004
10 C -0.412 2.697 -5.003  0.019
11 H -1.393 2.191 -5.100  0.003
12 H -0.510 3.750 -5.290  0.003
13 H 0.344 2.200 -5.640  0.001
14 C -1.080 3.204 -2.113  0.084
15 H -0.642 3.129 -1.100  0.009
16 H -1.338 4.248 -2.339  0.017
17 H -1.997 2.597 -2.153  0.009
18 C -0.247 -2.308 -4.500  0.055
19 H -0.184 -3.374 -4.739  0.011
20 H -1.164 -1.887 -4.922  0.004
21 H 0.624 -1.788 -4.912  0.003
22 C 1.261 -2.924 -2.204  0.029
23 H 1.247 -3.131 -1.125  0.000
24 H 1.315 -3.874 -2.759  0.006
25 H 2.132 -2.302 -2.453  0.001
26 C -1.527 -3.296 -2.136  0.047
27 H -2.542 -2.997 -2.417  0.001
28 H -1.325 -4.282 -2.582  0.009
29 H -1.493 -3.402 -1.047  0.000
30 C 1.250 0.004 -0.775  0.506
31 O 2.439 -0.102 -0.946  0.407
32 H 0.840 1.066 -3.306  0.133
33 C -3.368 -0.601 1.161  0.013
34 Si -1.721 -1.166 1.928  0.046
35 C -1.923 -0.800 3.783  0.010
36 C -1.610 -3.036 1.718  0.005
37 Si 0.191 -0.095 0.958  0.591
38 Si 0.149 2.050 2.052  0.167
39 C 0.379 2.026 3.934  0.017
40 C 1.454 3.091 1.172  0.026
41 C -1.614 2.651 1.778  0.074
42 Si 1.895 -1.114 2.194  0.235
43 C 1.601 -1.383 4.035  0.041
44 C 2.285 -2.778 1.395  0.085
45 C 3.482 -0.077 2.035  0.025
46 H -4.216 -1.113 1.655  0.001
47 H -3.372 -0.871 0.094  0.002
48 H -3.508 0.487 1.260  0.000
49 H -2.718 -1.460 4.169  0.002
50 H -1.026 -0.987 4.383  0.000
51 H -2.249 0.231 3.973  0.000
52 H -2.250 -3.376 0.894  0.000
53 H -0.595 -3.394 1.524  0.000
54 H -1.968 -3.539 2.628  0.000
55 H 1.406 1.781 4.228  0.000
56 H 0.151 3.043 4.286  0.004
57 H -0.312 1.340 4.445  0.000
58 H 1.072 3.468 0.209  0.001
59 H 1.660 3.956 1.830  0.005
60 H 2.383 2.513 1.010  0.000
61 H -1.991 2.405 0.774  0.003
62 H -2.305 2.198 2.503  0.000
63 H -1.610 3.742 1.936  0.013
64 H 0.645 -1.869 4.261  0.000
65 H 2.408 -2.063 4.352  0.009
66 H 1.692 -0.459 4.619  0.000
67 H 2.719 -2.646 0.394  0.000
68 H 3.052 -3.239 2.037  0.015
69 H 1.431 -3.464 1.330  0.000
70 H 3.663 0.200 0.982  0.001
71 H 3.443 0.833 2.654  0.000
72 H 4.302 -0.725 2.389  0.007

Total charge = +2
Expectation value of S² = 6.014
Multiplicity = 5
E_HOMO (spin up / spin down) = -10.888 / -14.584 eV
Electronic energy = -72967.5354 eV
Largest force on an atom = 3.30 eV/Å

***

# 2
ORCA calculation (ωB97M-V/def2-TZVPD) on a structure of composition C16H49FeO9.

Each line ends with the Löwdin spin population.
Element x y z (Å)
1 Fe 10.548 5.089 -3.860  3.628
2 C 9.614 6.097 0.449  0.010
3 C 9.176 5.862 -0.949  0.029
4 O 10.203 5.908 -1.842  0.270
5 H 8.693 6.221 1.018  0.001
6 H 10.143 7.040 0.593  0.000
7 H 10.117 5.293 0.985  0.000
8 H 8.338 6.429 -1.355  0.003
9 H 8.891 4.811 -0.990  0.014
10 C 13.647 7.065 2.849  0.000
11 C 12.201 7.504 3.161  0.000
12 O 12.036 8.930 2.918  0.000
13 H 13.832 6.798 1.808  0.000
14 H 13.842 6.225 3.516  0.000
15 H 14.340 7.816 3.227  0.000
16 H 12.028 7.344 4.225  0.000
17 H 11.494 6.935 2.557  0.000
18 H 12.046 9.058 1.967  0.000
19 C 14.424 4.206 -0.962  0.000
20 C 13.301 4.633 -0.010  0.000
21 O 12.130 3.994 -0.438  0.000
22 H 14.351 4.631 -1.963  0.000
23 H 14.305 3.127 -1.058  0.000
24 H 15.450 4.429 -0.667  0.000
25 H 13.292 5.718 -0.111  0.000
26 H 13.616 4.394 1.006  0.000
27 H 11.428 4.647 -0.483  -0.001
28 C 6.396 3.926 -3.513  0.001
29 C 7.622 3.970 -4.441  0.003
30 O 8.841 3.882 -3.679  0.035
31 H 6.283 2.986 -2.973  0.000
32 H 5.514 4.277 -4.049  0.000
33 H 6.553 4.714 -2.776  0.000
34 H 7.734 4.902 -4.996  0.001
35 H 7.496 3.124 -5.117  0.001
36 H 8.751 3.169 -3.042  0.001
37 C 11.712 3.400 3.007  0.000
38 C 10.527 3.439 4.006  0.000
39 O 9.610 2.445 3.559  0.000
40 H 11.386 3.607 1.988  0.000
41 H 12.253 2.455 3.047  0.000
42 H 12.514 4.100 3.242  0.000
43 H 10.089 4.426 4.160  0.000
44 H 10.860 3.106 4.989  0.000
45 H 10.117 1.632 3.618  0.000
46 C 6.224 2.304 0.104  0.000
47 C 7.464 2.095 0.895  0.000
48 O 7.136 2.240 2.240  0.000
49 H 5.267 1.863 0.383  0.000
50 H 6.414 2.018 -0.931  0.000
51 H 6.164 3.388 0.009  0.000
52 H 8.296 2.727 0.585  0.000
53 H 7.855 1.084 0.788  0.000
54 H 7.952 2.266 2.745  0.000
55 C 8.545 10.761 1.081  0.000
56 C 8.514 9.564 0.149  0.000
57 O 7.630 9.849 -0.937  0.000
58 H 8.862 11.640 0.519  0.000
59 H 9.194 10.638 1.948  0.000
60 H 7.592 11.022 1.541  0.000
61 H 8.215 8.610 0.584  0.000
62 H 9.478 9.315 -0.295  0.000
63 H 8.216 9.886 -1.697  0.000
64 C 4.998 7.340 -1.125  0.000
65 C 5.516 7.429 0.264  0.000
66 O 5.587 8.832 0.598  0.000
67 H 4.062 7.899 -1.123  0.000
68 H 4.774 6.288 -1.300  0.000
69 H 5.575 7.812 -1.920  0.000
70 H 6.527 7.048 0.117  0.000
71 H 4.891 6.820 0.916  0.000
72 H 6.250 9.239 0.036  0.000
73 O 11.878 8.177 -1.543  0.002
74 H 11.381 7.362 -1.617  0.000
75 H 12.585 8.085 -2.181  0.000

Total charge = +1
Expectation value of S² = 6.014
Multiplicity = 5
E_HOMO (spin up / spin down) = -11.585 / -11.584 eV
Electronic energy = -70188.6800 eV
Largest force on an atom = 5.62 eV/Å

***

# 3
ORCA calculation (ωB97M-V/def2-TZVPD) on a structure of composition C16H50CoN11O8.

Each line ends with the Löwdin spin population.
Element x y z (Å)
1 Co 0.870 -0.802 -3.922  1.994
2 O 0.209 0.792 -1.428  0.982
3 H 0.023 0.583 -0.492  0.022
4 C -0.158 2.900 4.313  0.000
5 C 0.251 1.692 5.138  0.000
6 C 1.415 0.863 4.716  0.000
7 O 1.690 -0.222 5.559  0.000
8 C 2.708 -0.971 5.042  0.000
9 N 0.644 2.074 6.505  0.000
10 H -0.556 2.504 3.379  0.000
11 H 0.637 3.561 3.970  0.000
12 H -0.970 3.521 4.692  0.000
13 H -0.650 1.083 5.223  0.000
14 H 2.340 1.439 4.717  0.000
15 H 1.352 0.481 3.697  0.000
16 H 2.727 -1.958 5.505  0.000
17 H 3.693 -0.509 5.096  0.000
18 H 2.453 -1.310 4.038  0.000
19 H 1.482 2.627 6.620  0.000
20 H 0.719 1.283 7.128  0.000
21 C -5.941 -0.033 2.117  0.000
22 C -4.961 -0.891 1.323  0.000
23 C -5.526 -2.309 1.174  0.000
24 O -5.814 -2.991 2.477  0.000
25 C -4.763 -3.572 3.288  0.000
26 N -4.615 -0.242 0.109  0.000
27 H -6.836 0.125 1.515  0.000
28 H -5.507 0.913 2.440  0.000
29 H -6.281 -0.511 3.036  0.000
30 H -4.048 -1.048 1.898  0.000
31 H -4.805 -2.869 0.579  0.000
32 H -6.486 -2.399 0.665  0.000
33 H -3.940 -3.828 2.621  0.000
34 H -5.014 -4.394 3.959  0.000
35 H -4.380 -2.798 3.953  0.000
36 H -3.627 -0.391 -0.035  0.000
37 H -4.635 0.761 0.224  0.000
38 C 0.113 -4.843 -0.115  0.000
39 C -0.364 -5.154 -1.546  0.000
40 C -1.322 -6.279 -1.762  0.000
41 O -2.342 -6.096 -0.875  0.000
42 C -3.470 -6.935 -1.083  0.000
43 N -0.944 -3.956 -2.048  0.001
44 H 0.205 -5.833 0.333  0.000
45 H -0.686 -4.316 0.406  0.000
46 H 1.089 -4.360 -0.080  0.000
47 H 0.568 -5.369 -2.069  0.000
48 H -0.966 -7.300 -1.900  0.000
49 H -1.783 -6.069 -2.727  0.000
50 H -4.001 -6.555 -1.956  0.000
51 H -4.026 -6.792 -0.157  0.000
52 H -3.178 -7.956 -1.331  0.000
53 H -0.806 -3.314 -1.280  0.000
54 H -1.950 -4.006 -1.977  0.000
55 C 2.792 2.956 -6.500  0.000
56 O 2.597 1.959 -5.866  0.000
57 N 3.482 2.968 -7.576  0.000
58 N 2.663 4.195 -6.109  0.000
59 H 3.702 3.861 -7.992  0.000
60 H 3.767 2.041 -7.857  0.000
61 H 2.208 4.300 -5.214  0.000
62 H 2.938 5.013 -6.635  0.000
63 C 4.125 4.814 -0.456  0.000
64 O 3.361 5.377 -1.174  0.000
65 N 3.895 3.608 0.057  0.000
66 N 5.279 5.359 -0.053  0.000
67 H 4.353 3.238 0.877  0.000
68 H 3.033 3.191 -0.266  0.000
69 H 5.321 6.303 -0.409  0.000
70 H 5.832 5.114 0.756  0.000
71 C -2.640 5.739 -2.538  0.000
72 O -3.745 5.305 -2.797  0.000
73 N -1.557 5.123 -2.290  0.000
74 N -2.478 7.012 -2.265  0.000
75 H -1.543 4.116 -2.367  0.000
76 H -0.808 5.759 -2.057  0.000
77 H -3.384 7.427 -2.105  0.000
78 H -1.643 7.522 -2.016  0.000
79 C 5.532 -1.320 -2.277  0.000
80 O 4.321 -1.514 -2.431  0.001
81 N 6.339 -1.045 -3.239  0.000
82 N 6.188 -1.503 -1.192  0.000
83 H 5.909 -1.015 -4.152  0.000
84 H 7.305 -0.832 -3.037  0.000
85 H 5.968 -2.101 -0.408  0.000
86 H 7.050 -0.987 -1.086  0.000

Total charge = +1
Expectation value of S² = 3.757
Multiplicity = 4
E_HOMO (spin up / spin down) = -10.425 / -10.425 eV
Electronic energy = -87787.1559 eV
Largest force on an atom = 6.49 eV/Å